1.
12
Properties=species:S:1:pos:R:3:forces:R:3 method="wB97M-V/def2-TZVPD" homo_lumo_gap_ev=9.1777 total_charge=0 lumo_ev=-0.17
C -0.96376 1.60530 -0.42078 1.075 -1.175 -3.949
C 0.13472 0.08415 -2.05814 1.268 -1.773 0.673
C -0.21571 -0.50098 1.99571 -1.982 1.040 0.769
N -0.53996 1.09914 -1.43776 -3.235 3.427 5.165
N 0.92561 -0.60799 1.18365 2.224 0.133 -1.471
O 1.19819 0.39475 0.54470 -0.136 -1.143 1.526
H 0.18219 0.25263 -3.11131 0.168 -0.425 -0.652
H 1.09346 0.06785 -1.53758 0.504 -0.040 -0.936
H -0.29417 -0.87108 -1.70881 -0.172 0.159 -0.922
H -0.92607 -1.21183 1.45405 0.289 1.282 0.662
H -0.13653 -0.91400 3.01498 0.583 -0.136 -0.546
H -0.45796 0.60205 2.08128 -0.586 -1.348 -0.319

=====

2.
8
Properties=species:S:1:pos:R:3:forces:R:3 method="wB97M-V/def2-TZVPD" homo_lumo_gap_ev=8.9358 total_charge=0 lumo_ev=-2.06
C 1.41845 -0.12557 0.68135 -0.249 -0.572 -0.809
O 2.48472 -0.57048 0.88623 1.758 -1.453 0.397
O -0.76025 0.91966 -1.73338 -0.116 -0.827 1.049
O -1.40776 0.83758 0.67557 -1.018 0.886 1.284
O 0.46387 -0.86766 0.08349 -2.932 1.406 -1.666
S -1.08095 0.21935 -0.52819 2.963 -2.204 -1.002
Cl -2.38402 -1.28453 -1.00489 0.946 0.719 0.443
H 1.26594 0.87164 0.93982 -1.351 2.046 0.303

=====

3.
8
Properties=species:S:1:pos:R:3:forces:R:3 method="wB97M-V/def2-TZVPD" homo_lumo_gap_ev="7.7833 / 6.1842" total_charge=+1 lumo_ev="-6.20 / -9.62" multiplicity=3
C -0.39015 0.79997 -0.01848 3.295 -2.721 0.441
C 1.00523 0.00791 0.04574 -4.600 -0.499 -0.628
N -1.50414 0.27093 0.01550 1.062 1.249 -0.155
N 1.25666 -1.20137 0.00238 -0.899 0.680 0.287
O -2.45446 -0.35273 -0.00835 -3.256 -2.617 0.009
H -0.35892 1.82547 0.05861 0.817 2.313 0.074
H 1.72527 0.69665 -0.01770 3.496 2.579 0.031
H 0.72052 -2.04684 -0.07769 0.084 -0.983 -0.059

=====

The records above yield DFT total energy values of -302.4899; -1197.9752; -262.2307 hartree, respectively.
The records above yield energy relative to the best compared isomer or geometry (same formula, charge and spin) values of 127.5; 57.9; 48.0 kcal/mol, respectively.